Arrangement A

Formula: C2H8NO2P
Source: the Open Molecules 2025 dataset
Level of theory: ωB97M-V/def2-TZVPD

SMILES: CNP(O)OC
Spin multiplicity: 1
Orbital gap (eV): 9.54
HOMO (eV): -8.5

CARTESIAN COORDINATES (ANGSTROEM)
1 C 1.07 0.24 -1.67
2 C -1.41 -1.42 0.56
3 N 1.08 0.91 -0.39
4 O 0.20 1.82 1.85
5 O -0.54 -0.47 1.21
6 P -0.34 1.13 0.49
7 H 1.15 0.98 -2.36
8 H 1.86 -0.52 -1.87
9 H 0.17 -0.21 -1.69
10 H -1.81 -2.01 1.53
11 H -0.97 -2.08 -0.06
12 H -2.35 -1.09 -0.03
13 H 1.84 1.50 -0.12
14 H 0.05 1.22 2.55

Here are the Löwdin charges for atoms 1 to 4, given in e: -0.151, -0.204, -0.275, -0.251

=====

Arrangement B

Formula: C2H8NO2P
Source: the Open Molecules 2025 dataset
Level of theory: ωB97M-V/def2-TZVPD

Spin multiplicity: 1
Orbital gap (alpha / beta) (eV): 8.62 / 7.95
HOMO (alpha / beta) (eV): -8.8 / -7.9

CARTESIAN COORDINATES (ANGSTROEM)
1 C -0.53 0.92 -1.40
2 C 0.71 -1.85 -0.44
3 N -0.88 0.04 1.91
4 O 1.93 0.63 -0.19
5 O -0.49 1.39 2.20
6 P 0.59 0.06 -0.24
7 H -1.33 0.39 -1.75
8 H -1.18 1.64 -0.87
9 H -0.05 1.45 -2.23
10 H -0.21 -2.27 -0.24
11 H 1.35 -2.15 -1.31
12 H 1.54 -1.80 0.39
13 H -1.67 0.17 1.26
14 H 0.20 1.39 2.91

Here are the Löwdin charges for atoms 1 to 4, given in e: -0.212, -0.180, -0.052, -0.371

=====

Arrangement C

Formula: C2H8NO2P
Source: the Open Molecules 2025 dataset
Level of theory: ωB97M-V/def2-TZVPD

SMILES: CP(C)(=O)ON
Spin multiplicity: 1
Orbital gap (eV): 10.18
HOMO (eV): -9.6

CARTESIAN COORDINATES (ANGSTROEM)
1 C 0.18 1.45 -0.93
2 C 0.92 -0.78 0.93
3 N -2.26 -0.56 -0.61
4 O -1.76 -0.02 0.56
5 O -0.41 1.57 1.81
6 P -0.25 0.68 0.68
7 H 1.02 2.13 -0.71
8 H 0.77 0.66 -1.59
9 H -0.53 1.77 -1.68
10 H 1.27 -1.42 0.19
11 H 1.85 -0.34 1.07
12 H 0.40 -1.23 1.75
13 H -1.59 -1.13 -1.15
14 H -2.60 0.24 -1.23

Here are the Löwdin charges for atoms 1 to 4, given in e: -0.177, -0.122, -0.045, -0.330

=====

Compare the structures above. Which one is the least stable? arrangement B is.